## a
{"formula": "C7H14N4", "method": "the ωB97M-V functional and the def2-TZVPD basis", "charge": 0, "smiles": "CC(C)c1nnn(C(C)C)n1", "symbols": ["C", "C", "C", "C", "C", "C", "C", "N", "N", "N", "N", "H", "H", "H", "H", "H", "H", "H", "H", "H", "H", "H", "H", "H", "H"], "coordinates": [[0.970, 0.690, -0.110], [3.126, 0.079, -1.102], [2.409, -0.648, 1.138], [-3.328, 0.663, 0.639], [-2.173, -1.470, -0.131], [2.345, 0.468, 0.132], [-2.355, -0.063, -0.344], [0.532, 1.887, -0.586], [-0.056, -0.125, 0.058], [-0.673, 1.818, -0.681], [-1.093, 0.563, -0.274], [2.787, 0.860, -1.902], [2.934, -0.938, -1.373], [4.139, 0.360, -0.891], [2.039, -1.483, 0.473], [1.915, -0.362, 2.034], [3.437, -0.898, 1.335], [-3.179, 0.307, 1.656], [-4.366, 0.691, 0.309], [-3.151, 1.716, 0.701], [-2.179, -1.885, 0.916], [-1.238, -1.772, -0.665], [-2.989, -1.957, -0.556], [2.869, 1.321, 0.592], [-2.723, 0.177, -1.370]], "lowdin_charge": [-0.35, -0.06, -0.08, -0.03, -0.09, -0.44, -0.40, 0.07, 0.15, 0.06, -0.14, 0.12, 0.07, 0.07, 0.10, 0.07, 0.07, 0.08, 0.08, 0.06, 0.11, 0.10, 0.06, 0.15, 0.16]}


## b
{"formula": "C7H14N4", "method": "the ωB97M-V functional and the def2-TZVPD basis", "charge": 0, "symbols": ["C", "C", "C", "C", "C", "C", "C", "H", "H", "H", "H", "H", "H", "H", "H", "H", "H", "H", "H", "H", "H", "N", "N", "N", "N"], "coordinates": [[-0.699, -1.790, -1.522], [-1.358, -0.638, -0.752], [-0.603, -0.133, 0.559], [-0.993, 1.507, 0.731], [-1.420, -0.620, 1.883], [1.444, 0.678, 0.036], [3.702, -0.491, 0.314], [-1.486, -2.149, -2.335], [0.467, -1.540, -1.651], [-0.733, -2.771, -0.817], [-1.243, 0.049, -1.630], [-2.276, -0.896, -0.308], [-2.205, 1.537, 0.474], [-0.995, 2.024, 1.759], [-0.326, 2.337, 0.012], [-2.543, -0.103, 2.015], [-0.707, -0.489, 2.762], [-1.761, -1.793, 1.887], [1.693, 1.902, -1.607], [-0.005, 1.698, -1.010], [3.157, 0.942, -1.507], [0.741, -0.277, 0.692], [1.104, 1.915, -0.765], [2.776, 0.301, -0.289], [4.268, -1.200, 1.069]], "lowdin_charge": [-0.15, -0.24, -0.58, -0.11, -0.09, -0.32, -0.32, 0.10, 0.11, 0.10, 0.10, 0.08, 0.11, 0.08, 0.09, 0.12, 0.08, 0.10, 0.05, 0.11, 0.31, 0.12, 0.02, 0.00, 0.14]}


Energy relative to the most stable one, in kJ/mol: a 0.0; b 610.8


## a
{"formula": "CH5N3S", "method": "the ωB97M-V functional and the def2-TZVPD basis", "charge": 0, "symbols": ["C", "N", "N", "N", "S", "H", "H", "H", "H", "H"], "coordinates": [[-1.091, -0.531, -1.672], [0.699, -0.303, 1.183], [-0.706, 0.642, -1.492], [1.256, 0.442, 0.336], [-1.462, -1.247, -3.202], [-1.268, -1.155, -0.852], [0.283, 0.120, 1.963], [1.171, -1.188, 1.139], [-0.636, 1.268, -2.251], [1.089, 1.458, 0.419]], "lowdin_charge": [-0.80, -0.07, 0.04, -0.06, 0.61, 0.01, 0.08, 0.10, 0.03, 0.05]}


## b
{"formula": "CH5N3S", "method": "the ωB97M-V functional and the def2-TZVPD basis", "charge": 0, "smiles": "N/N=C\\NS", "symbols": ["C", "H", "H", "H", "H", "H", "N", "N", "N", "S"], "coordinates": [[-0.101, -0.705, -0.720], [-1.788, -0.708, 1.941], [-0.635, 0.420, 1.480], [0.055, -1.527, -1.512], [0.744, 0.791, -1.954], [2.506, 0.956, 0.199], [-1.338, -0.282, 1.183], [-0.933, -1.097, 0.195], [0.333, 0.653, -1.009], [1.157, 1.499, 0.198]], "lowdin_charge": [-0.31, 0.06, 0.02, 0.12, 0.08, -0.09, -0.01, -0.08, -0.46, 0.68]}


## c
{"formula": "CH5N3S", "method": "the ωB97M-V functional and the def2-TZVPD basis", "charge": 0, "smiles": "NNC(N)=S", "symbols": ["C", "H", "H", "H", "H", "H", "N", "N", "N", "S"], "coordinates": [[0.690, -0.088, -0.151], [-1.831, -1.137, 0.973], [-1.142, -1.737, -0.369], [-1.172, 0.962, -0.246], [0.757, 1.990, -0.147], [2.275, 1.222, 0.100], [-1.645, -0.960, -0.009], [-0.720, 0.063, -0.192], [1.240, 1.149, 0.085], [1.547, -1.464, -0.045]], "lowdin_charge": [-0.95, 0.08, 0.02, 0.12, 0.08, 0.11, 0.01, -0.13, 0.04, 0.62]}


Energy relative to the most stable one, in kJ/mol: a 369.2; b 129.5; c 0.0


## a
{"formula": "C21H23N3O4", "method": "the ωB97M-V functional and the def2-TZVPD basis", "charge": 0, "smiles": "COC[C@@H]1CCCN(C(=O)c2cc(COc3ccc4ncccc4c3)on2)C1", "symbols": ["C", "O", "C", "C", "C", "C", "C", "N", "C", "O", "C", "N", "O", "C", "C", "H", "C", "O", "C", "C", "C", "C", "C", "C", "N", "C", "C", "C", "H", "H", "H", "H", "H", "H", "H", "H", "C", "H", "H", "H", "H", "H", "H", "H", "H", "H", "H", "H", "H", "H", "H"], "coordinates": [[0.620, 0.922, -1.273], [0.137, 1.946, -0.444], [-1.110, 1.690, 0.161], [-2.308, 1.835, -0.802], [-3.452, 2.647, -0.184], [-4.127, 1.870, 0.943], [-4.598, 0.510, 0.430], [-3.481, -0.213, -0.144], [-3.021, -1.305, 0.494], [-3.558, -1.764, 1.491], [-1.798, -1.984, -0.020], [-1.367, -2.022, -1.258], [-0.250, -2.777, -1.279], [0.022, -3.209, -0.037], [-0.937, -2.743, 0.816], [-1.047, -2.897, 1.868], [1.267, -4.011, 0.174], [2.411, -3.355, -0.328], [2.718, -2.104, 0.137], [3.592, -1.370, -0.632], [3.978, -0.078, -0.243], [4.858, 0.728, -0.998], [5.164, 1.982, -0.549], [4.594, 2.424, 0.661], [3.782, 1.710, 1.387], [3.457, 0.475, 0.960], [2.574, -0.303, 1.734], [2.213, -1.560, 1.336], [1.542, -2.137, 1.953], [2.191, 0.123, 2.647], [4.824, 3.411, 1.042], [5.829, 2.630, -1.099], [5.271, 0.341, -1.920], [3.976, -1.799, -1.545], [1.213, -4.940, -0.402], [1.367, -4.257, 1.238], [-2.864, 0.473, -1.253], [-3.634, 0.639, -2.015], [-2.089, -0.157, -1.684], [-5.361, 0.643, -0.344], [-5.009, -0.095, 1.240], [-3.425, 1.716, 1.764], [-4.982, 2.428, 1.327], [-3.073, 3.600, 0.189], [-4.190, 2.863, -0.961], [-1.941, 2.367, -1.686], [-1.178, 2.439, 0.955], [-1.106, 0.693, 0.626], [0.011, 0.796, -2.175], [1.629, 1.212, -1.561], [0.666, -0.034, -0.738]], "lowdin_charge": [-0.09, -0.17, -0.18, -0.25, -0.17, -0.16, -0.13, -0.03, -0.40, 0.07, -0.18, 0.12, 0.05, -0.24, 0.07, 0.13, -0.11, -0.03, -0.26, 0.05, -0.17, -0.02, -0.05, -0.14, 0.11, -0.24, 0.01, -0.01, 0.10, 0.12, 0.10, 0.10, 0.12, 0.13, 0.14, 0.14, -0.11, 0.14, 0.09, 0.13, 0.12, 0.12, 0.11, 0.12, 0.12, 0.15, 0.13, 0.12, 0.09, 0.09, 0.08]}


## b
{"formula": "C21H23N3O4", "method": "the ωB97M-V functional and the def2-TZVPD basis", "charge": 0, "smiles": "C[C@H](Oc1ccc2c3c(c(=O)oc2c1)CCC3)C(=O)NCCCn1ccnc1", "symbols": ["C", "H", "H", "H", "C", "C", "O", "N", "H", "C", "C", "H", "C", "N", "C", "N", "C", "C", "H", "H", "H", "H", "H", "H", "H", "H", "H", "O", "C", "C", "C", "C", "C", "C", "H", "H", "C", "C", "C", "O", "O", "C", "H", "H", "C", "H", "H", "C", "H", "H", "H"], "coordinates": [[1.944, 1.946, 1.427], [2.216, 0.994, 1.881], [2.728, 2.674, 1.614], [1.019, 2.291, 1.882], [1.784, 1.769, -0.084], [3.172, 1.545, -0.707], [4.016, 2.416, -0.691], [3.347, 0.335, -1.262], [2.603, -0.340, -1.161], [4.598, -0.063, -1.862], [5.584, -0.668, -0.856], [6.546, -0.801, -1.352], [5.136, -2.023, -0.297], [3.953, -1.913, 0.513], [3.840, -1.264, 1.694], [2.619, -1.283, 2.154], [1.892, -1.975, 1.239], [2.699, -2.371, 0.212], [2.499, -2.941, -0.673], [0.844, -2.140, 1.381], [4.669, -0.796, 2.187], [5.945, -2.442, 0.313], [4.928, -2.717, -1.116], [5.717, 0.041, -0.038], [4.389, -0.774, -2.666], [5.048, 0.838, -2.286], [1.388, 2.689, -0.536], [0.961, 0.659, -0.412], [-0.383, 0.721, -0.258], [-1.061, -0.465, -0.525], [-2.442, -0.525, -0.423], [-3.177, 0.617, -0.045], [-2.479, 1.800, 0.210], [-1.109, 1.860, 0.107], [-0.610, 2.794, 0.306], [-3.033, 2.683, 0.491], [-4.592, 0.454, 0.040], [-5.166, -0.737, -0.252], [-4.399, -1.894, -0.651], [-4.834, -2.983, -0.934], [-3.034, -1.707, -0.702], [-6.658, -0.687, -0.129], [-7.109, -0.691, -1.125], [-7.049, -1.549, 0.409], [-6.902, 0.643, 0.606], [-7.045, 0.451, 1.669], [-7.786, 1.158, 0.235], [-5.623, 1.478, 0.405], [-5.733, 2.191, -0.417], [-5.350, 2.039, 1.299], [-0.509, -1.343, -0.814]], "lowdin_charge": [0.00, 0.06, 0.09, 0.08, -0.26, -0.45, 0.07, 0.09, 0.12, -0.16, -0.15, 0.11, -0.14, -0.10, -0.18, 0.06, -0.15, -0.09, 0.12, 0.10, 0.13, 0.13, 0.13, 0.11, 0.12, 0.12, 0.16, -0.03, -0.24, 0.09, -0.17, -0.10, 0.00, -0.01, 0.11, 0.12, -0.11, -0.09, -0.39, 0.13, 0.13, -0.11, 0.12, 0.12, -0.16, 0.11, 0.11, -0.12, 0.13, 0.12, 0.13]}


Energy relative to the most stable one, in kJ/mol: a 252.1; b 0.0


## a
{"formula": "C3H12O2S2", "method": "the ωB97M-V functional and the def2-TZVPD basis", "charge": 0, "symbols": ["C", "C", "C", "S", "S", "H", "H", "H", "H", "H", "H", "H", "H", "H", "H", "O", "H", "H", "O"], "coordinates": [[0.083, 1.775, -0.859], [-0.684, 2.829, -1.658], [-0.671, 1.024, 0.243], [-2.077, 0.154, -0.320], [2.757, 0.027, -0.282], [0.359, 0.878, -1.544], [1.078, 2.115, -0.541], [-1.448, 3.275, -1.004], [-1.101, 2.324, -2.542], [-0.076, 3.573, -2.186], [0.021, 0.277, 0.625], [-1.028, 1.787, 0.948], [3.689, -0.436, -1.072], [1.291, -3.269, 1.765], [1.762, -1.837, 1.620], [1.299, -2.424, 2.226], [-2.593, -2.874, 1.296], [-1.874, -1.784, 0.496], [-1.730, -2.644, 0.936]], "lowdin_charge": [-0.37, -0.12, -0.63, 0.82, 0.41, 0.10, 0.06, 0.08, 0.07, 0.08, 0.03, 0.09, -0.33, 0.03, -0.05, -0.08, 0.03, -0.13, -0.11]}


## b
{"formula": "C3H12O2S2", "method": "the ωB97M-V functional and the def2-TZVPD basis", "charge": 0, "smiles": "CCSSC.O.O", "symbols": ["C", "C", "S", "S", "C", "H", "H", "H", "H", "H", "H", "H", "H", "H", "H", "O", "H", "H", "O"], "coordinates": [[-1.157, 1.955, -0.518], [0.210, 2.056, 0.385], [1.419, 0.814, 0.067], [2.177, 0.547, 2.131], [0.590, -0.385, 2.848], [-1.428, 3.028, -0.637], [-0.845, 1.269, -1.313], [-2.048, 1.527, -0.073], [-0.047, 2.128, 1.422], [0.550, 3.054, 0.062], [-0.128, 0.327, 3.244], [0.978, -1.287, 3.335], [0.006, -0.644, 1.867], [-0.092, -0.138, -2.688], [0.472, -0.948, -1.724], [-0.100, -1.068, -2.485], [0.447, -4.504, -1.556], [-0.572, -3.373, -2.396], [-0.430, -4.358, -1.971]], "lowdin_charge": [-0.11, -0.64, 0.50, 0.41, -0.38, 0.08, 0.02, 0.06, 0.03, 0.06, 0.01, 0.02, 0.04, 0.01, -0.03, -0.06, 0.03, 0.10, -0.15]}


Energy relative to the most stable one, in kJ/mol: a 380.2; b 0.0


## a
{"formula": "C3H12O2S2", "method": "the ωB97M-V functional and the def2-TZVPD basis", "charge": 0, "smiles": "CCSSC.O.O", "symbols": ["C", "C", "S", "S", "C", "H", "H", "H", "H", "H", "H", "H", "H", "H", "H", "O", "H", "H", "O"], "coordinates": [[0.849, 2.132, -2.215], [-0.251, 1.144, -1.854], [-0.568, 0.970, -0.065], [0.868, -0.246, 0.690], [2.361, 0.787, 0.929], [1.686, 2.128, -1.507], [0.439, 3.135, -2.228], [1.295, 1.900, -3.183], [-1.185, 1.567, -2.210], [-0.053, 0.160, -2.258], [3.117, 0.460, 0.219], [2.101, 1.823, 0.763], [2.709, 0.574, 1.933], [-2.615, -1.334, 3.834], [-1.692, -1.409, 2.611], [-2.594, -1.197, 2.882], [-0.198, -2.634, -0.457], [-1.266, -2.982, -1.497], [-0.405, -3.255, -1.170]], "lowdin_charge": [-0.16, -0.59, 0.47, 0.42, -0.44, 0.05, 0.07, 0.07, 0.06, 0.06, 0.03, 0.02, 0.02, 0.03, 0.01, -0.07, -0.02, 0.03, -0.07]}


## b
{"formula": "C3H12O2S2", "method": "the ωB97M-V functional and the def2-TZVPD basis", "charge": 0, "symbols": ["C", "C", "S", "S", "C", "H", "H", "H", "H", "H", "H", "H", "H", "H", "H", "O", "H", "H", "O"], "coordinates": [[-0.857, 2.124, -1.354], [-1.061, 0.839, -0.555], [-0.363, -0.520, -1.748], [-0.512, -2.412, 0.852], [1.177, -2.217, 1.520], [-1.221, 3.063, -0.805], [-1.216, 2.009, -2.376], [0.253, 2.250, -1.417], [-0.353, 0.914, 0.269], [-2.138, 0.522, -0.338], [1.202, -1.975, 2.586], [1.716, -3.122, 1.311], [1.869, -1.494, 1.177], [2.743, 1.899, 0.391], [-0.200, -1.358, -0.522], [1.873, 1.557, 0.467], [1.072, 2.162, 0.795], [-0.224, 3.255, 1.987], [-0.005, 2.733, 1.235]], "lowdin_charge": [-0.21, -0.51, 0.75, 0.76, -0.44, 0.11, 0.05, 0.07, 0.02, 0.10, 0.05, 0.02, 0.04, -0.01, -0.28, -0.14, -0.09, -0.03, -0.24]}


## c
{"formula": "C3H12O2S2", "method": "the ωB97M-V functional and the def2-TZVPD basis", "charge": 0, "smiles": "CCCSS.O.O", "symbols": ["C", "C", "C", "S", "S", "H", "H", "H", "H", "H", "H", "H", "H", "H", "H", "O", "H", "H", "O"], "coordinates": [[0.024, -1.206, 0.168], [0.804, -1.090, -1.165], [-0.853, 0.031, 0.369], [-2.105, -0.372, 1.643], [-3.778, 0.093, 0.608], [-0.622, -2.122, 0.067], [0.600, -1.378, 1.080], [0.031, -1.002, -1.966], [1.529, -1.869, -1.391], [1.320, -0.109, -1.155], [-0.198, 0.825, 0.727], [-1.102, 0.570, -0.549], [-4.563, 1.012, 1.190], [-0.400, 2.650, -5.733], [0.168, 2.085, -4.402], [-0.453, 1.917, -5.113], [2.556, -0.413, 5.054], [3.573, 0.513, 5.641], [3.471, -0.135, 4.929]], "lowdin_charge": [-0.35, -0.11, -0.60, 0.42, 0.29, 0.10, 0.10, 0.08, 0.07, 0.07, 0.07, 0.08, -0.20, 0.03, 0.03, -0.06, 0.03, 0.04, -0.07]}


Energy relative to the most stable one, in kJ/mol: a 0.0; b 709.9; c 80.1